Computed, not measured: 12 unconnected molecules or ions with the total composition C34H97N13O17 at a distorted geometry, with ωB97M-V with the def2-TZVPD basis set.

Energy relative to the best compared isomer or geometry (same formula, charge and spin) = 0.0 kcal per mole
Gap between HOMO and LUMO = 8.1256 eV
Structure (SMILES) = COCCNCCOC.COCCNCCOC.COCCNCCOC.COCCNCCOC.COCCNCCOC.NC(N)=O.NC(N)=O.NC(N)=O.NC(N)=O.O.O.O
Max |F| = 2.682 eV/Å
Lowest unoccupied orbital energy = 0.0 eV

Each line ends with the Löwdin charge.
Positions of all 161 atoms, in Å:
C -3.652 4.792 2.053  -0.081
O -3.514 5.446 0.785  -0.170
C -2.174 5.374 0.331  -0.253
C -2.112 5.936 -1.081  -0.196
N -3.119 5.322 -1.920  -0.056
C -2.967 5.150 -3.332  -0.211
C -1.970 4.091 -3.813  -0.228
O -0.652 4.233 -3.318  -0.185
C -0.204 3.090 -2.603  -0.104
H -3.194 3.799 2.037  0.067
H -4.724 4.736 2.217  0.092
H -3.135 5.393 2.804  0.088
H -1.757 4.360 0.381  0.091
H -1.417 5.978 0.853  0.121
H -1.113 5.881 -1.517  0.115
H -2.337 7.007 -0.986  0.116
H -3.741 4.668 -1.482  0.105
H -2.781 6.102 -3.847  0.117
H -3.950 4.888 -3.736  0.118
H -1.966 4.020 -4.907  0.118
H -2.395 3.114 -3.545  0.111
H 0.628 3.310 -1.938  0.075
H 0.111 2.349 -3.341  0.064
H -0.988 2.612 -2.007  0.070
C 1.623 -3.096 -2.896  -0.130
O 1.565 -1.743 -2.537  -0.191
C 2.174 -1.599 -1.232  -0.174
C 2.450 -0.119 -0.992  -0.199
N 1.261 0.681 -0.704  -0.023
C 0.913 0.648 0.705  -0.207
C -0.361 1.401 0.999  -0.180
O -1.358 0.601 0.343  -0.247
C -2.619 1.252 0.270  -0.068
H 1.004 -3.193 -3.797  0.067
H 1.200 -3.794 -2.169  0.080
H 2.570 -3.485 -3.293  0.089
H 3.157 -2.085 -1.283  0.128
H 1.593 -2.192 -0.524  0.108
H 3.041 0.272 -1.820  0.115
H 3.111 -0.212 -0.135  0.070
H 0.502 0.272 -1.243  0.111
H 1.691 1.178 1.273  0.123
H 0.883 -0.351 1.160  0.092
H -0.194 2.424 0.640  0.114
H -0.687 1.457 2.043  0.129
H -2.592 2.237 -0.205  0.074
H -2.984 1.421 1.292  0.092
H -3.328 0.609 -0.245  0.072
C -5.427 -1.254 -1.082  -0.090
O -6.081 -2.203 -0.240  -0.189
C -5.510 -3.500 -0.233  -0.232
C -4.137 -3.623 0.415  -0.198
N -4.125 -3.017 1.738  -0.045
C -4.824 -3.753 2.774  -0.205
C -4.023 -4.960 3.278  -0.220
O -2.971 -4.495 4.099  -0.181
C -2.261 -5.517 4.719  -0.142
H -5.542 -1.414 -2.152  0.096
H -4.374 -1.125 -0.818  0.043
H -5.898 -0.324 -0.758  0.091
H -5.534 -3.910 -1.255  0.125
H -6.289 -4.107 0.241  0.113
H -3.561 -2.955 -0.234  0.072
H -3.869 -4.675 0.453  0.107
H -4.405 -2.049 1.691  0.112
H -5.843 -4.055 2.495  0.112
H -5.077 -3.198 3.682  0.127
H -3.619 -5.553 2.456  0.111
H -4.805 -5.441 3.877  0.126
H -1.494 -6.008 4.102  0.077
H -2.838 -6.319 5.192  0.089
H -1.654 -5.136 5.545  0.090
C -0.050 4.448 3.428  -0.136
O -0.213 3.593 4.518  -0.169
C 0.885 3.508 5.389  -0.224
C 0.911 4.561 6.488  -0.199
N -0.121 4.396 7.512  -0.051
C 0.271 3.565 8.625  -0.243
C -0.826 3.577 9.675  -0.234
O -2.119 3.163 9.302  -0.174
C -2.175 2.006 8.504  -0.122
H 0.918 4.592 2.930  0.093
H -0.146 5.489 3.777  0.088
H -0.813 4.364 2.659  0.049
H 1.795 3.740 4.810  0.117
H 1.018 2.502 5.788  0.125
H 0.839 5.547 6.012  0.111
H 1.877 4.611 6.996  0.119
H -0.982 4.120 7.058  0.103
H 1.210 3.897 9.068  0.123
H 0.429 2.504 8.353  0.109
H -0.859 4.611 10.026  0.122
H -0.519 2.976 10.542  0.121
H -1.702 2.014 7.519  0.078
H -3.217 1.694 8.490  0.090
H -1.680 1.188 9.056  0.092
C 4.947 -2.082 -5.317  -0.126
O 4.619 -0.976 -6.107  -0.206
C 4.229 -1.313 -7.442  -0.211
C 3.803 -0.056 -8.177  -0.186
N 2.351 0.149 -8.071  -0.059
C 1.982 0.881 -6.858  -0.224
C 0.496 1.136 -6.751  -0.215
O -0.215 0.007 -6.297  -0.177
C -0.262 -0.173 -4.918  -0.119
H 5.191 -1.752 -4.302  0.086
H 5.944 -2.478 -5.564  0.088
H 4.158 -2.835 -5.308  0.082
H 3.453 -2.085 -7.373  0.119
H 5.078 -1.850 -7.889  0.119
H 4.085 -0.138 -9.227  0.108
H 4.320 0.806 -7.757  0.117
H 1.855 -0.726 -7.912  0.101
H 2.489 1.857 -6.918  0.120
H 2.442 0.460 -5.951  0.111
H 0.002 1.492 -7.656  0.126
H 0.355 2.014 -6.100  0.115
H -0.677 0.721 -4.414  0.065
H 0.719 -0.177 -4.419  0.078
H -0.882 -1.020 -4.641  0.094
N -1.276 -6.765 -0.485  0.163
C -0.195 -7.090 -1.247  -0.652
N 0.305 -8.353 -1.076  0.150
O 0.276 -6.368 -2.132  0.011
H -1.626 -5.826 -0.501  0.090
H -1.593 -7.404 0.217  0.091
H 0.045 -9.004 -0.360  0.093
H 1.204 -8.445 -1.519  0.108
N 0.529 -4.305 1.735  0.169
C 0.518 -2.931 1.935  -0.613
N -0.728 -2.415 2.101  0.190
O 1.579 -2.299 1.943  -0.011
H -0.279 -4.817 2.036  0.072
H 1.413 -4.751 1.580  0.109
H -1.537 -2.974 2.329  0.078
H -0.855 -1.423 2.190  0.097
N 6.007 2.919 0.054  0.156
C 5.000 1.978 0.084  -0.610
N 3.741 2.513 -0.069  0.180
O 5.162 0.765 0.185  0.000
H 5.812 3.894 -0.066  0.089
H 6.954 2.688 -0.191  0.104
H 3.651 3.506 -0.104  0.098
H 3.016 1.824 -0.259  0.051
N 6.416 -1.926 1.501  0.145
C 5.180 -2.291 1.973  -0.669
N 4.185 -1.386 1.711  0.155
O 4.979 -3.361 2.558  -0.015
H 7.100 -2.640 1.679  0.096
H 6.500 -1.090 0.954  0.067
H 3.253 -1.683 2.007  0.056
H 4.438 -0.492 1.313  0.038
O 3.743 2.143 -3.713  -0.054
H 4.501 2.262 -4.298  0.039
H 4.081 2.361 -2.836  0.007
O -2.065 -1.761 -0.717  -0.077
H -1.688 -0.980 -0.255  0.008
H -1.548 -2.509 -0.396  0.030
O 0.253 -5.457 -5.200  -0.063
H 0.366 -5.695 -4.269  -0.002
H 0.641 -4.580 -5.270  0.006